Computed, not measured: a 9-piece molecular cluster, C44H75F2NO30P overall at a distorted geometry, with ωB97M-V/def2-TZVPD.

Each line ends with the Mulliken charge.
Geometry (Å):
C -1.0997 -9.0461 3.2434  -0.85
C -0.6370 -8.4639 4.6537  -0.18
O 0.3651 -7.4511 4.4885  -0.42
C -0.1841 -6.1770 4.1700  -0.30
C -0.2290 -5.9224 2.5806  -0.81
C -0.3850 -4.3786 2.3419  0.38
C -1.6564 -3.8067 1.8295  0.34
C -2.8511 -4.7581 1.5111  -0.08
C -3.3378 -5.4017 2.8902  -1.23
F -2.5332 -5.7469 0.5417  -0.41
C -1.7008 -2.3249 1.6639  0.01
C -3.1004 -1.7036 1.1417  -0.19
O -3.0928 -1.4018 -0.2615  -0.37
C -2.0435 -2.0147 -0.9550  0.17
C -2.0899 -3.4267 -1.3799  -0.26
C -1.0066 -4.1026 -2.0915  -0.67
C 0.2112 -3.3563 -2.4416  -0.61
C 0.2742 -1.9354 -2.0740  -0.81
C -0.8216 -1.2686 -1.3362  -0.14
C -0.4715 -1.4581 2.0106  0.04
P -0.5118 0.4040 1.8360  0.87
O -1.5128 0.9133 0.8659  -0.20
O 0.9521 1.0665 1.3784  -0.43
O -0.8212 1.0185 3.3595  -0.54
C 0.7108 -2.1843 2.5054  0.25
C 2.0362 -1.4419 2.9210  -0.26
C 2.9707 -1.1242 1.6662  -1.01
F 1.7526 -0.2798 3.6853  -0.36
N 0.7227 -3.5755 2.6317  0.77
O 1.8296 -4.2512 3.0518  -0.50
H -1.3166 -10.1426 3.3778  0.38
H -2.0488 -8.5555 2.8756  0.15
H -0.2765 -8.9434 2.4826  0.26
H -1.5066 -8.1605 5.2959  0.27
H -0.1384 -9.3248 5.1887  0.33
H 0.3686 -5.3620 4.7078  0.27
H -1.2380 -6.1602 4.5857  0.27
H -1.1034 -6.5033 2.2072  0.23
H 0.7228 -6.3149 2.1350  0.50
H -3.7516 -4.2272 1.1006  0.61
H -2.8244 -4.8692 3.7430  0.24
H -4.4334 -5.1734 3.0276  0.38
H -3.2123 -6.5123 2.9307  0.17
H -3.2319 -0.7142 1.6723  -0.88
H -3.9905 -2.3170 1.4719  0.51
H -3.0236 -3.9879 -1.1258  0.52
H -1.0553 -5.1856 -2.3745  0.39
H 1.0271 -3.9062 -2.9716  0.39
H 1.1863 -1.3606 -2.3621  0.53
H -0.6632 -0.1892 -1.1122  0.77
H 0.8645 2.0396 1.3724  0.35
H -0.6356 0.3263 4.0286  0.39
H 2.6687 -2.0779 3.6049  0.48
H 2.5015 -1.4412 0.7003  0.30
H 3.0937 -0.0122 1.6306  0.31
H 3.9802 -1.5836 1.8469  0.37
H 2.5989 -3.9669 2.5108  0.36
C -6.3263 -3.3492 7.1608  -0.61
O -5.1946 -3.1610 6.3054  -0.28
C -5.0806 -1.9252 5.8088  0.63
O -5.8230 -1.0054 6.0176  -0.53
O -3.9846 -1.8917 5.0299  -0.16
C -3.7339 -0.6243 4.4253  -0.35
H -6.3160 -4.3831 7.5025  0.17
H -6.2630 -2.6969 8.0322  0.30
H -7.2542 -3.1744 6.6157  0.31
H -3.5716 0.1408 5.1854  0.53
H -4.5573 -0.3359 3.7690  0.35
H -2.8367 -0.7150 3.8146  -0.39
C -1.3394 2.9014 -3.8901  -0.41
O 0.0044 3.3799 -3.9800  -0.33
C 0.9307 2.4177 -3.9982  0.87
O 0.7196 1.2280 -3.9462  -0.55
O 2.1343 3.0046 -4.0827  -0.28
C 3.2293 2.0933 -4.1110  -0.36
H -1.9980 3.7680 -3.8834  0.21
H -1.5871 2.2841 -4.7545  0.28
H -1.4894 2.3446 -2.9641  0.10
H 3.1672 1.4440 -4.9860  0.14
H 3.2609 1.5033 -3.1933  0.24
H 4.1489 2.6732 -4.1783  0.11
C 9.2099 2.6872 -4.0505  -0.60
O 9.0095 3.9484 -4.6859  -0.34
C 7.8097 4.4940 -4.4585  0.82
O 6.9277 4.0146 -3.7850  -0.55
O 7.7583 5.6650 -5.1101  -0.32
C 6.5270 6.3648 -4.9557  -0.48
H 10.2116 2.3454 -4.3057  0.22
H 9.1430 2.7871 -2.9662  0.27
H 8.4894 1.9535 -4.4146  0.28
H 6.3538 6.6149 -3.9076  0.15
H 5.6996 5.7765 -5.3550  0.29
H 6.5942 7.2920 -5.5223  0.25
C 7.7331 6.7669 -0.4181  -0.63
O 7.2609 7.8403 0.3933  -0.36
C 6.1959 8.4788 -0.1079  0.83
O 5.6347 8.2208 -1.1467  -0.62
O 5.8604 9.4525 0.7417  -0.35
C 4.7299 10.2260 0.3330  -0.61
H 8.5925 6.3235 0.0824  0.28
H 6.9645 6.0003 -0.5280  0.29
H 8.0543 7.1329 -1.3943  0.26
H 3.8413 9.5975 0.2548  0.29
H 4.9292 10.7306 -0.6134  0.28
H 4.5539 10.9807 1.0974  0.25
C 2.0997 13.4798 -4.8818  -0.64
O 2.9193 12.7349 -3.9816  -0.32
C 2.7126 11.4122 -4.0172  0.75
O 1.9223 10.8388 -4.7212  -0.53
O 3.5386 10.8398 -3.1325  -0.22
C 3.4287 9.4164 -3.0601  -0.32
H 2.3542 14.5320 -4.7649  0.22
H 2.2969 13.1875 -5.9139  0.29
H 1.0443 13.3489 -4.6398  0.29
H 3.6788 8.9623 -4.0202  0.31
H 2.4259 9.1233 -2.7443  0.32
H 4.1412 9.0625 -2.3143  -0.07
C -8.8902 -9.3803 9.5670  -0.62
O -7.7528 -9.7952 8.8086  -0.33
C -7.1744 -8.8174 8.1072  0.77
O -7.5272 -7.6662 8.0707  -0.54
O -6.1303 -9.3408 7.4485  -0.31
C -5.4136 -8.4027 6.6518  -0.56
H -9.2726 -10.2542 10.0913  0.22
H -8.6074 -8.6288 10.3051  0.29
H -9.6728 -8.9994 8.9100  0.29
H -4.9918 -7.6113 7.2737  0.28
H -6.0582 -7.9822 5.8781  0.31
H -4.5962 -8.9375 6.1694  0.17
C -4.3107 1.6121 0.5696  -0.22
O -5.7038 1.3910 0.3438  -0.33
C -6.1309 1.7795 -0.8647  0.72
O -5.4538 2.2764 -1.7273  -0.53
O -7.4408 1.5186 -0.9449  -0.34
C -8.0357 1.8845 -2.1904  -0.63
H -4.0775 1.2621 1.5743  -0.03
H -3.7116 1.0455 -0.1413  0.09
H -4.0744 2.6753 0.5114  0.46
H -7.5827 1.3280 -3.0118  0.29
H -7.9476 2.9585 -2.3584  0.30
H -9.0923 1.6274 -2.1386  0.23
C 1.5464 0.4289 -7.9764  -0.48
O 2.9302 0.1744 -7.7364  -0.19
C 3.5492 -0.4807 -8.7273  0.71
O 3.0433 -0.8505 -9.7540  -0.53
O 4.8297 -0.6519 -8.3745  -0.30
C 5.6164 -1.3420 -9.3456  -0.64
H 1.1520 0.9615 -7.1119  -0.01
H 1.4171 1.0574 -8.8584  0.32
H 0.9968 -0.5067 -8.0859  0.32
H 5.6498 -0.7834 -10.2817  0.30
H 5.2284 -2.3478 -9.5114  0.29
H 6.6289 -1.4214 -8.9532  0.21

Cartesian forces, eV/Å:
C -0.349 -0.021 0.624
C 0.302 -1.762 -0.808
O -0.789 0.778 0.166
C -0.713 -0.036 0.232
C 0.096 0.683 1.072
C -1.291 -0.438 -0.908
C 2.844 2.207 0.342
C -0.795 -0.239 0.943
C -0.490 0.678 -0.070
F 0.097 0.924 1.199
C 0.627 -0.855 0.310
C 0.851 1.085 1.202
O 0.911 -1.159 0.330
C 3.108 -1.276 -2.364
C 0.519 0.900 -0.007
C 0.656 2.199 0.507
C -2.201 0.861 1.343
C -1.488 -1.431 0.508
C 0.105 -1.820 -0.683
C 0.214 -3.717 0.441
P -0.347 3.313 -0.325
O 0.625 -1.197 1.238
O -1.387 -1.604 1.075
O 0.614 -2.024 -1.585
C -1.049 1.365 -0.067
C 1.006 -0.468 -0.172
C -0.357 0.423 0.626
F -0.179 -1.262 -1.005
N -2.770 0.974 -1.402
O 0.688 0.282 0.063
H 0.122 1.095 -0.256
H 1.057 -0.480 0.220
H -0.832 -0.063 0.825
H 0.765 0.129 -0.619
H -0.326 1.151 -0.455
H -0.151 -0.891 -0.556
H 1.022 0.239 -0.624
H 0.904 0.821 -0.122
H -0.886 0.486 0.382
H 1.362 -0.238 0.190
H -0.495 -0.863 -0.834
H 1.091 -0.362 -0.227
H 0.080 1.006 -0.076
H 0.233 -1.034 -0.667
H 1.160 0.323 -0.624
H 0.996 0.483 -0.402
H -0.259 1.238 0.409
H -0.756 0.865 0.511
H -1.048 -0.348 0.313
H -0.531 -1.028 -0.120
H -0.138 -0.416 -0.027
H 0.042 0.704 -0.169
H -1.153 0.512 -0.485
H 0.521 0.159 0.820
H -0.090 -1.021 -0.003
H -1.036 0.350 -0.401
H -0.573 -0.172 0.080
C -0.396 -0.193 0.354
O 0.241 0.182 -0.260
C -0.240 -0.203 0.251
O 0.242 -0.092 -0.134
O 0.138 -0.152 -0.139
C -0.095 0.316 -0.050
H 0.209 0.034 -0.181
H -0.050 0.081 -0.165
H 0.095 0.145 0.055
H -0.121 -0.004 -0.079
H -0.053 0.064 0.181
H 0.010 -0.243 0.205
C -0.431 -0.028 0.020
O 0.218 -0.190 0.000
C 0.136 0.260 -0.027
O 0.116 0.296 0.044
O -0.493 -0.128 0.058
C 0.489 -0.242 -0.104
H 0.257 0.075 -0.009
H 0.080 -0.078 0.135
H 0.047 -0.082 -0.128
H -0.073 -0.069 0.138
H -0.096 -0.065 -0.113
H -0.215 0.197 0.028
C 0.147 -0.330 0.117
O -0.181 0.108 0.037
C -0.026 0.226 -0.155
O 0.298 0.137 -0.211
O 0.180 -0.478 0.215
C -0.457 0.339 0.041
H -0.045 0.243 -0.119
H -0.147 -0.024 -0.082
H -0.053 0.098 0.127
H -0.073 -0.147 -0.044
H 0.032 -0.023 0.167
H 0.266 -0.147 -0.040
C 0.196 -0.371 -0.199
O -0.275 0.172 -0.110
C 0.129 0.118 0.248
O 0.327 -0.101 0.363
O 0.088 -0.247 -0.136
C -0.285 0.313 -0.071
H -0.089 0.230 0.166
H -0.006 0.129 -0.135
H -0.163 -0.033 0.013
H 0.100 -0.002 -0.123
H -0.070 -0.144 -0.005
H 0.217 -0.155 0.069
C -0.177 0.279 -0.215
O 0.029 -0.197 0.062
C 0.111 0.067 0.095
O 0.120 0.102 0.106
O -0.117 0.187 -0.108
C 0.095 -0.484 0.207
H 0.156 -0.148 0.171
H -0.120 -0.097 0.088
H 0.070 -0.123 -0.107
H -0.201 0.068 -0.005
H -0.020 0.055 -0.236
H -0.100 0.349 -0.198
C -0.366 0.030 0.271
O 0.210 0.144 -0.198
C -0.097 -0.229 0.129
O 0.137 -0.110 -0.057
O -0.083 0.031 0.060
C 0.189 0.154 -0.188
H 0.227 -0.074 -0.154
H -0.028 0.052 -0.163
H 0.129 0.108 0.042
H -0.155 0.036 -0.053
H -0.005 0.088 0.146
H -0.137 -0.191 0.151
C 0.268 0.039 -0.080
O -0.182 0.016 -0.080
C -0.132 -0.056 0.076
O -0.071 -0.081 0.145
O 0.229 -0.012 0.104
C -0.256 0.079 -0.323
H -0.278 0.034 -0.014
H -0.071 0.173 -0.008
H 0.023 -0.087 -0.101
H 0.084 0.147 0.050
H 0.136 -0.101 -0.047
H 0.121 -0.066 0.241
C -0.418 0.134 -0.003
O 0.186 -0.069 -0.020
C 0.070 0.040 0.070
O 0.073 0.052 0.181
O -0.200 0.069 0.066
C 0.286 -0.178 -0.223
H 0.271 -0.069 0.068
H 0.022 -0.182 -0.035
H 0.073 0.064 -0.146
H -0.138 -0.111 0.023
H -0.076 0.131 -0.099
H -0.154 0.136 0.182

Calculated values
- net charge = +1
- electronic energy (Ha) = -4574.302742